Here is a cluster of 3 separate species, C5H16O2 in total from OMol25. Energies are from the ωB97M-V functional and the def2-TZVPD basis.

Properties
- Molar mass: 108.18 g mol⁻¹
- Spin multiplicity: 2
- Net charge: +1
- HOMO (alpha / beta): -0.49152 / -0.49152 Ha
- Relative energy (zero: lowest compared OMol25 entry of this formula, charge and spin): 109.4 kJ/mol
- Strongest force on any atom: 0.0658 hartree/bohr
- Expectation value of S²: 0.753

The geometry in XYZ format:
```
23
Properties=species:S:1:pos:R:3:forces:R:3
C 1.990 -2.458 -1.995 0.65 1.42 -1.08
C 1.827 -1.181 -1.171 0.69 -2.81 0.40
C 0.759 -0.291 -1.947 -2.30 2.38 0.70
C 0.659 1.038 -1.212 -0.50 0.89 -1.60
C -0.601 -1.050 -1.887 0.03 -1.99 -0.64
H 1.041 -2.968 -2.030 0.34 -1.16 0.58
H 2.099 -2.097 -3.074 0.49 -0.82 1.31
H 2.919 -3.019 -1.618 -1.49 0.44 -0.58
H 1.598 -1.425 -0.051 0.71 1.26 -2.08
H 2.650 -0.490 -1.550 -0.57 -0.10 1.27
H 0.887 -0.094 -2.988 1.02 -0.28 -0.69
H 0.380 1.817 -2.018 0.61 -0.89 1.53
H 1.612 1.261 -0.750 0.03 0.63 0.08
H -0.123 1.016 -0.442 0.29 -0.13 -0.06
H -0.535 -2.045 -2.435 -0.46 1.53 0.59
H -1.258 -0.320 -2.436 0.48 -0.52 0.44
H -0.936 -1.218 -0.861 -0.02 0.12 -0.16
H 0.090 1.035 4.730 1.21 -0.96 0.12
H -0.683 1.834 5.791 0.15 -0.12 0.05
O -0.621 1.625 4.856 -1.33 1.09 -0.16
H -2.711 2.268 1.552 0.05 0.21 0.19
H -3.788 1.214 1.512 0.00 0.16 0.39
O -3.260 1.736 2.136 -0.09 -0.36 -0.61
```
Positions in Å, forces in eV/Å.

Atom charges from the natural (NBO) analysis, given in e for atoms 1 to 2: C -0.6382; C -0.2704



Here is a structure of composition C58H48F2GeN2P3RuS3Sb from OMol25. Energies are from the ωB97M-V functional and the def2-TZVPD basis.

Properties
- Molar mass: 1295.60 g mol⁻¹
- Spin multiplicity: 5
- Net charge: 0
- HOMO (alpha / beta): -0.22211 / -0.27039 Ha
- Strongest force on any atom: 0.0479 hartree/bohr
- Expectation value of S²: 6.024

The geometry in XYZ format:
```
119
Properties=species:S:1:pos:R:3:forces:R:3
Ru -0.048 0.125 -0.131 -0.32 0.71 -1.49
F -1.482 -0.393 4.087 0.01 0.11 -0.29
Ge -0.785 0.126 2.443 -0.65 0.05 2.38
C -1.194 2.042 2.743 0.17 -0.19 -0.61
C -1.525 2.507 4.016 0.00 -0.15 0.14
C -1.958 3.808 4.199 -0.05 0.01 0.08
C -2.096 4.660 3.109 -0.01 0.02 -0.13
C -1.752 4.218 1.847 0.00 -0.04 0.10
C -1.285 2.911 1.664 0.05 0.02 0.12
P -0.739 2.440 -0.024 -0.40 0.79 0.43
C -2.308 2.721 -0.947 0.00 -0.11 -0.10
C -3.510 2.633 -0.245 0.06 0.05 0.01
C -4.724 2.807 -0.888 -0.05 0.00 0.01
C -4.764 3.065 -2.248 -0.02 0.03 0.00
C -3.578 3.128 -2.962 0.01 0.05 -0.06
C -2.363 2.943 -2.323 0.00 -0.10 0.15
C 0.272 3.946 -0.288 0.15 -0.11 -0.16
C 1.303 4.157 0.621 0.02 -0.03 -0.06
C 2.106 5.279 0.523 0.05 0.02 0.03
C 1.889 6.202 -0.489 -0.01 0.03 -0.04
C 0.842 6.015 -1.375 0.01 0.07 -0.02
C 0.031 4.896 -1.275 -0.03 -0.14 0.01
C 1.068 -0.225 3.216 -0.39 0.06 -0.81
C 1.176 -0.373 4.597 -0.16 -0.04 0.25
C 2.416 -0.441 5.209 0.02 0.01 -0.01
C 3.577 -0.369 4.449 0.05 -0.03 -0.10
C 3.479 -0.231 3.079 -0.08 -0.04 0.01
C 2.227 -0.152 2.454 0.06 -0.07 0.10
P 2.151 0.013 0.645 0.87 -0.32 0.70
C 3.364 1.377 0.361 -0.24 0.16 -0.12
C 3.807 2.192 1.405 -0.06 -0.04 0.01
C 4.749 3.183 1.178 0.01 0.04 0.06
C 5.238 3.409 -0.098 0.00 0.01 0.02
C 4.782 2.631 -1.148 0.07 0.01 -0.07
C 3.857 1.626 -0.918 -0.05 -0.06 0.04
C 3.176 -1.449 0.105 -0.20 -0.01 -0.11
C 3.614 -2.427 1.000 0.20 0.10 -0.12
C 4.380 -3.502 0.571 0.01 0.01 0.07
C 4.749 -3.618 -0.758 0.00 -0.08 0.02
C 4.311 -2.666 -1.663 -0.04 0.06 -0.07
C 3.521 -1.609 -1.239 0.00 0.00 0.07
C -2.524 -0.644 1.686 0.82 -0.03 -0.26
C -3.700 -0.118 2.184 0.05 0.03 0.08
C -4.913 -0.545 1.656 0.01 0.05 0.01
C -4.935 -1.498 0.648 -0.05 -0.07 -0.04
C -3.752 -2.044 0.165 0.06 -0.03 -0.01
C -2.544 -1.607 0.685 -0.16 0.00 -0.14
P -0.856 -2.111 0.251 -0.33 -0.88 0.38
C -0.546 -3.149 1.737 0.31 0.12 0.06
C -1.574 -3.784 2.433 0.03 0.09 -0.01
C -1.276 -4.638 3.482 -0.02 0.01 -0.03
C 0.042 -4.856 3.859 -0.04 -0.04 0.03
C 1.067 -4.214 3.181 0.09 0.00 -0.02
C 0.769 -3.377 2.119 -0.18 0.03 -0.08
C -0.825 -3.449 -0.986 0.13 0.29 -0.12
C -1.727 -4.508 -0.950 -0.01 -0.01 0.01
C -1.654 -5.511 -1.903 -0.05 -0.03 -0.02
C -0.666 -5.478 -2.877 0.03 0.02 -0.01
C 0.274 -4.460 -2.874 0.05 -0.05 -0.06
C 0.194 -3.448 -1.931 -0.10 0.03 0.07
H -1.458 1.829 4.857 -0.02 0.02 0.00
H -2.212 4.159 5.191 0.01 -0.02 0.01
H -2.469 5.668 3.240 0.03 0.01 0.04
H -1.849 4.878 0.994 0.02 0.05 0.02
H -3.508 2.421 0.815 -0.01 -0.01 -0.01
H -5.642 2.747 -0.317 0.00 -0.03 0.00
H -5.710 3.215 -2.752 -0.01 0.00 0.01
H -3.597 3.332 -4.025 0.03 -0.06 -0.01
H -1.460 2.946 -2.909 0.09 0.05 -0.09
H 1.463 3.444 1.421 0.03 0.01 0.02
H 2.903 5.441 1.236 0.03 -0.06 0.01
H 2.534 7.064 -0.590 -0.01 0.02 0.04
H 0.654 6.744 -2.152 0.01 -0.03 -0.04
H -0.789 4.773 -1.965 0.01 0.02 -0.04
H 0.275 -0.439 5.189 0.05 0.00 -0.02
H 2.479 -0.547 6.284 -0.02 -0.02 0.01
H 4.551 -0.423 4.917 -0.01 0.00 0.02
H 4.374 -0.180 2.472 0.05 -0.01 0.06
H 3.422 2.061 2.406 0.00 0.04 -0.01
H 5.094 3.785 2.010 -0.03 0.02 0.00
H 5.956 4.199 -0.276 0.03 -0.02 -0.01
H 5.143 2.807 -2.152 -0.07 0.02 -0.05
H 3.521 1.037 -1.756 0.02 0.02 -0.08
H 3.367 -2.363 2.048 0.07 0.01 0.02
H 4.691 -4.245 1.294 0.03 -0.01 -0.01
H 5.364 -4.446 -1.085 0.00 -0.01 -0.01
H 4.580 -2.734 -2.709 -0.01 -0.04 0.00
H 3.164 -0.915 -1.983 0.09 0.06 -0.03
H -3.663 0.615 2.981 -0.08 0.02 -0.02
H -5.839 -0.125 2.027 -0.01 -0.02 0.01
H -5.879 -1.825 0.233 -0.01 0.01 0.01
H -3.783 -2.791 -0.617 0.01 0.05 -0.05
H -2.606 -3.601 2.168 -0.04 0.00 0.03
H -2.084 -5.129 4.010 0.02 -0.01 0.03
H 0.264 -5.527 4.678 0.02 0.03 0.03
H 2.098 -4.365 3.477 0.01 -0.03 0.00
H 1.554 -2.891 1.561 -0.11 -0.11 0.08
H -2.477 -4.566 -0.172 -0.02 0.03 -0.01
H -2.366 -6.326 -1.882 -0.02 0.01 0.00
H -0.626 -6.253 -3.632 0.03 -0.03 0.03
H 1.066 -4.447 -3.613 0.00 0.01 0.01
H 0.917 -2.641 -1.931 0.04 -0.01 -0.04
S 3.163 4.261 -4.297 -0.14 -0.77 -0.10
Sb 2.696 2.047 -4.664 0.26 0.78 -0.09
S 0.881 -0.032 -2.427 -0.23 -0.02 0.29
S 0.923 1.902 -2.768 0.11 0.03 -0.04
C -1.879 -2.521 -6.620 -0.04 -0.11 -0.06
N -2.051 -1.992 -5.288 0.01 0.11 0.03
C -3.245 -1.734 -4.663 -0.17 0.01 0.06
C -2.927 -1.257 -3.423 -0.01 -0.05 0.01
N -1.569 -1.224 -3.271 0.17 -0.11 -0.38
C -1.079 -1.656 -4.407 -0.15 -0.08 0.06
H -2.319 -3.517 -6.690 0.03 0.01 -0.02
H -0.817 -2.594 -6.841 0.00 0.03 0.00
H -2.354 -1.875 -7.359 0.05 0.02 0.01
H -4.189 -1.903 -5.151 0.00 -0.01 0.00
H -3.578 -0.932 -2.629 -0.05 0.05 0.03
H -0.030 -1.756 -4.640 0.01 -0.02 -0.06
F -1.873 0.228 -0.921 0.17 -0.28 0.03
```
Positions in Å, forces in eV/Å.

Atom charges from the Mulliken analysis, given in e for atoms 1 to 2: Ru -1.7221; F -0.5892



Here is a cluster of 10 separate species, C21H45FO11 in total from OMol25. Energies are from the ωB97M-V functional and the def2-TZVPD basis.

Properties
- Molar mass: 492.58 g mol⁻¹
- Net charge: 0
- HOMO: -0.33324 Ha
- Relative energy (zero: lowest compared OMol25 entry of this formula, charge and spin): 0.0 kJ/mol
- Strongest force on any atom: 0.0222 hartree/bohr
- Structure (SMILES): O=C1C=CC(=O)c2c(CCF)cccc21.CO.CO.CO.CO.CO.CO.CO.CO.CO

The geometry in XYZ format:
```
78
Properties=species:S:1:pos:R:3:forces:R:3
O 1.867 2.308 0.284 0.54 0.66 0.39
C 1.103 1.421 0.006 -0.37 -0.29 -0.14
C 1.576 0.049 -0.228 0.31 -0.62 0.00
C 0.874 -0.785 -0.984 -0.27 0.15 0.19
C -0.393 -0.337 -1.611 0.14 -0.04 0.05
O -0.737 -0.841 -2.656 -0.24 -0.11 -0.39
C -1.123 0.750 -0.909 -0.41 0.48 0.44
C -2.512 0.934 -0.970 -0.22 -0.06 -0.55
C -3.425 -0.014 -1.718 0.16 -0.08 0.27
C -3.830 -1.153 -0.790 0.18 0.52 0.01
F -2.805 -2.093 -0.728 0.02 -0.23 -0.04
C -3.123 1.982 -0.270 1.08 0.24 0.30
C -2.346 2.843 0.495 0.16 -0.43 -0.30
C -0.969 2.665 0.564 -0.10 0.20 0.06
C -0.358 1.627 -0.118 -0.55 0.08 -0.13
H 2.520 -0.248 0.204 0.17 0.09 0.01
H 1.169 -1.795 -1.218 0.27 -0.07 -0.11
H -2.942 -0.419 -2.597 0.02 -0.12 -0.14
H -4.312 0.524 -2.042 -0.17 0.07 0.09
H -4.752 -1.638 -1.102 0.01 -0.23 -0.12
H -3.932 -0.759 0.219 -0.27 -0.03 0.15
H -4.183 2.145 -0.285 -0.29 -0.21 -0.22
H -2.812 3.633 1.062 -0.06 0.12 0.06
H -0.382 3.327 1.185 0.18 -0.04 -0.05
C 3.209 0.673 -3.861 -0.30 -0.25 -0.08
O 2.875 -0.712 -3.939 0.14 0.15 0.03
H 4.216 0.757 -3.460 0.01 -0.03 0.01
H 3.180 1.128 -4.854 0.07 0.13 0.06
H 2.515 1.194 -3.196 0.10 0.13 0.00
H 1.983 -0.765 -4.294 -0.04 -0.15 0.06
C -1.459 0.236 3.009 0.08 0.14 0.16
O -1.935 1.541 3.320 -0.01 -0.01 0.09
H -2.020 -0.131 2.151 -0.02 0.09 -0.05
H -0.397 0.270 2.748 0.00 -0.11 -0.05
H -1.609 -0.441 3.855 0.02 -0.05 -0.05
H -1.429 1.864 4.072 0.05 -0.06 0.01
C -6.198 4.283 -1.642 -0.03 -0.06 0.24
O -6.165 3.159 -0.767 -0.06 0.12 -0.17
H -5.946 3.930 -2.639 0.01 -0.03 0.00
H -7.193 4.733 -1.667 0.02 0.04 -0.07
H -5.468 5.038 -1.340 0.00 0.03 -0.08
H -6.386 3.465 0.118 0.02 -0.14 0.06
C 1.462 -0.869 5.306 0.08 0.13 0.08
O 0.986 0.435 5.656 -0.20 -0.18 0.09
H 0.869 -1.218 4.465 -0.02 0.03 -0.01
H 2.512 -0.833 5.011 -0.02 -0.05 -0.05
H 1.343 -1.566 6.139 0.00 -0.05 -0.04
H 1.512 0.749 6.397 0.03 0.08 -0.04
C -5.051 0.911 2.950 -0.16 -0.23 -0.17
O -5.368 1.002 1.560 -0.10 0.10 0.14
H -4.453 1.776 3.213 0.07 0.01 -0.06
H -5.956 0.893 3.563 0.02 0.01 0.01
H -4.464 0.010 3.142 0.05 0.05 0.16
H -5.891 0.232 1.321 -0.06 0.04 0.00
C 1.210 -3.487 1.256 0.27 -0.04 0.04
O 2.487 -2.867 1.393 -0.14 0.08 0.01
H 0.477 -2.696 1.119 -0.01 0.02 0.00
H 1.192 -4.144 0.383 -0.13 -0.02 0.02
H 0.954 -4.059 2.151 -0.08 -0.02 -0.04
H 3.142 -3.559 1.512 0.04 0.02 -0.02
C 6.721 -1.457 -4.507 -0.29 0.08 0.36
O 6.758 -1.429 -3.079 0.12 0.03 -0.07
H 7.683 -1.804 -4.867 0.05 0.00 0.05
H 5.945 -2.142 -4.852 0.04 0.03 -0.17
H 6.532 -0.454 -4.902 0.01 -0.06 -0.14
H 5.899 -1.127 -2.773 -0.03 -0.06 0.02
C 8.578 -3.155 -8.129 0.02 -0.09 0.21
O 7.895 -3.352 -6.895 0.08 0.02 -0.17
H 7.893 -2.650 -8.805 -0.03 0.01 0.01
H 9.465 -2.530 -7.993 0.01 0.01 -0.08
H 8.874 -4.109 -8.574 0.01 0.04 -0.07
H 8.499 -3.799 -6.296 -0.06 -0.02 0.05
C -2.553 0.705 7.061 0.21 -0.12 -0.07
O -1.934 -0.465 6.542 -0.08 0.02 0.08
H -3.627 0.540 7.058 -0.01 -0.01 -0.01
H -2.228 0.902 8.087 -0.06 0.06 0.02
H -2.328 1.578 6.441 -0.07 0.05 0.03
H -0.983 -0.311 6.540 0.08 0.08 -0.16
```
Positions in Å, forces in eV/Å.

Atom charges from the Mulliken analysis, given in e for atoms 1 to 2: O -0.6101; C 0.1988



Here is the molecule C8H10Cl2NOP from OMol25. Energies are from the ωB97M-V functional and the def2-TZVPD basis.

Properties
- Molar mass: 238.05 g mol⁻¹
- Net charge: 0
- HOMO: -0.33937 Ha
- Relative energy (zero: lowest compared OMol25 entry of this formula, charge and spin): 65.9 kJ/mol
- Strongest force on any atom: 0.0828 hartree/bohr
- Structure (SMILES): Cc1cccc(P(=N)(Cl)Cl)c1CO

The geometry in XYZ format:
```
23
Properties=species:S:1:pos:R:3:forces:R:3
C -0.132 1.076 -2.571 -1.69 2.88 -1.14
C 0.226 1.001 -1.149 1.89 1.50 0.98
C 1.016 2.027 -0.597 1.57 0.21 -0.62
C 1.535 1.982 0.696 -0.33 -0.06 -0.45
C 1.183 0.904 1.479 -0.51 -0.26 1.74
C 0.310 -0.068 0.991 0.06 -0.36 0.74
P -0.224 -1.389 2.198 -0.70 -1.54 -0.29
N -1.284 -2.510 1.942 1.10 1.21 0.13
Cl -0.927 -0.213 3.667 -0.09 0.34 0.40
Cl 1.513 -2.182 2.985 -0.12 0.52 -0.30
C -0.206 -0.009 -0.297 0.02 -0.13 0.36
C -1.270 -0.957 -0.688 -3.71 -0.80 1.93
O -0.826 -2.222 -1.097 0.98 0.18 -1.66
H 0.453 1.846 -3.273 -1.42 -1.12 2.15
H 0.041 0.191 -3.111 -0.34 -1.56 -0.46
H -1.270 1.331 -2.450 1.86 -0.40 -1.43
H 1.466 2.839 -1.222 -0.96 -0.78 0.23
H 2.208 2.775 1.028 -0.31 -0.32 0.10
H 1.382 0.866 2.574 0.44 0.08 -1.06
H -0.985 -3.478 1.861 0.05 0.36 -0.13
H -1.928 -1.301 0.252 1.45 1.33 -1.91
H -2.041 -0.450 -1.357 1.13 -0.75 0.22
H -0.240 -2.055 -1.863 -0.35 -0.53 0.47
```
Positions in Å, forces in eV/Å.

Atom charges from the natural (NBO) analysis, given in e for atoms 1 to 2: C -0.6387; C -0.0109



Here is the molecule C17H29NO3 from OMol25. Energies are from the ωB97M-V functional and the def2-TZVPD basis.

Properties
- Molar mass: 295.42 g mol⁻¹
- Net charge: 0
- HOMO: -0.34971 Ha
- Relative energy (zero: lowest compared OMol25 entry of this formula, charge and spin): 6.8 kJ/mol
- Strongest force on any atom: 0.0157 hartree/bohr
- Structure (SMILES): C[C@H]1[C@H](C)CCC[C@@H]1NC(=O)COC(=O)CC1CCCC1

The geometry in XYZ format:
```
50
Properties=species:S:1:pos:R:3:forces:R:3
C 0.032 2.508 0.633 0.23 0.01 -0.23
C 1.541 2.538 0.388 -0.21 -0.07 0.49
C 2.229 3.668 1.169 0.14 0.15 -0.43
C 1.680 5.042 0.786 0.01 -0.23 0.24
C 3.739 3.637 0.922 -0.06 -0.14 0.41
C 4.341 2.297 1.324 0.02 0.03 -0.29
C 3.674 1.176 0.539 0.00 0.03 0.34
C 2.164 1.187 0.783 0.32 0.21 -0.48
N 1.535 0.086 0.063 -0.10 -0.19 0.51
C 1.522 -0.041 -1.272 -0.45 -0.66 0.15
O 2.094 0.684 -2.056 0.12 0.21 -0.37
C 0.717 -1.244 -1.789 0.10 0.38 -0.52
O -0.054 -1.917 -0.804 0.23 -0.33 0.14
C -1.237 -1.366 -0.474 -0.32 0.14 0.27
O -1.627 -0.322 -0.926 0.03 0.02 -0.07
C -1.988 -2.246 0.487 0.01 -0.10 -0.20
C -2.855 -3.243 -0.306 0.07 -0.10 -0.03
C -4.018 -2.545 -1.013 0.04 0.04 -0.09
C -5.112 -2.403 0.056 -0.07 0.06 -0.02
C -4.788 -3.443 1.144 -0.06 -0.06 0.08
C -3.573 -4.219 0.628 0.07 0.03 -0.01
H -0.429 1.677 0.104 -0.09 -0.02 0.00
H -0.181 2.405 1.696 -0.06 0.00 0.17
H -0.434 3.419 0.272 -0.12 0.10 0.01
H 1.721 2.686 -0.680 0.07 0.02 0.00
H 2.050 3.508 2.239 0.00 -0.04 0.05
H 0.649 5.162 1.105 -0.12 0.08 -0.02
H 2.271 5.824 1.260 0.04 0.11 0.02
H 1.730 5.182 -0.291 -0.01 0.05 -0.17
H 4.218 4.440 1.487 0.01 0.08 -0.06
H 3.930 3.813 -0.139 0.03 0.08 -0.10
H 5.415 2.295 1.131 0.03 -0.03 0.09
H 4.193 2.135 2.395 0.05 0.01 0.08
H 4.082 0.206 0.834 -0.02 -0.04 -0.05
H 3.853 1.312 -0.528 0.01 -0.05 -0.02
H 1.970 1.009 1.848 -0.02 0.02 -0.05
H 1.032 -0.598 0.604 0.04 0.04 -0.16
H 0.067 -0.877 -2.591 0.17 -0.04 0.13
H 1.410 -1.984 -2.194 -0.07 0.11 0.08
H -2.625 -1.625 1.115 0.05 0.08 0.05
H -1.274 -2.797 1.100 -0.03 0.04 0.06
H -2.208 -3.771 -1.012 -0.01 0.01 0.02
H -4.370 -3.176 -1.830 0.02 -0.01 -0.04
H -3.728 -1.582 -1.429 -0.02 0.00 -0.12
H -5.107 -1.396 0.474 -0.07 0.03 0.00
H -6.097 -2.570 -0.376 -0.03 0.08 0.01
H -4.548 -2.949 2.086 -0.04 -0.01 0.05
H -5.630 -4.108 1.331 -0.01 0.01 0.10
H -3.901 -5.084 0.049 0.02 -0.06 -0.01
H -2.934 -4.575 1.436 0.05 -0.11 0.01
```
Positions in Å, forces in eV/Å.

Atom charges from the natural (NBO) analysis, given in e for atoms 1 to 2: C -0.6112; C -0.2364